(1)
A structure of composition CH2O2S3 at a distorted geometry. Source: the OMol25 dataset; level of theory: ωB97M-V with the def2-TZVPD basis set.

```
! wB97M-V def2-TZVPD RIJCOSX def2/J DEFGRID3
* xyz 0 1
C 0.68592 -0.92421 -0.29149
O -3.20264 1.49988 0.51728
O 3.19038 -0.94614 -0.02183
S -0.88572 -1.12296 -0.44458
S -3.26491 0.06537 -0.28707
S 1.85746 -0.01631 0.35113
H -2.48712 2.09822 0.37355
H 4.10665 -0.65385 -0.19699
*
```

Kohn-Sham gap (spin up / spin down)	6.14 / 6.14	eV
energy above the lowest of the compared OMol25 structures with the same formula, charge and spin	365.37	kJ/mol

(2)
A cluster of 6 separate species, C39H63FN2O13P2S in total at a distorted geometry. Source: the OMol25 dataset; level of theory: ωB97M-V with the def2-TZVPD basis set.

```
! wB97M-V def2-TZVPD RIJCOSX def2/J DEFGRID3
* xyz 0 1
C 0.22072 5.57534 -0.33422
C -0.61273 5.18415 0.64542
C -1.73666 4.17941 0.48589
C -1.29393 2.74385 0.73041
C -2.14909 1.80339 1.12788
C -3.62161 2.09008 1.35227
C -4.49813 0.85829 1.31688
C -5.73339 0.85741 2.22546
N -4.28031 -0.13021 0.54975
C -1.63071 0.39715 1.31730
O -1.88930 -0.28049 2.28929
C -0.71255 -0.03948 0.18980
C -0.78515 -1.28311 -0.39500
P -1.98361 -2.52263 0.22355
S -1.08492 -4.22860 0.59616
C 0.08953 -1.56908 -1.47385
P 0.14916 -3.14731 -2.45211
C -1.56142 -3.80338 -2.76106
O 0.68384 -2.81107 -4.01169
C 0.98595 -0.59561 -1.83856
F 1.86198 -0.80777 -2.81994
C 1.06190 0.65653 -1.24766
C 2.07204 1.66627 -1.76072
N 1.78563 2.06613 -3.13917
C 0.56653 2.91023 -3.15642
C 0.19374 0.93409 -0.22286
C 0.13403 2.28268 0.48917
O 1.11864 2.88053 0.86289
H -0.19636 5.87347 -1.29762
H 1.28988 5.61320 -0.12716
H -0.45303 5.56710 1.65865
H -2.53264 4.46907 1.18500
H -2.18500 4.26322 -0.51922
H -3.78324 2.70082 2.24758
H -3.95763 2.72634 0.51912
H -5.94293 -0.13353 2.63785
H -6.57253 1.25471 1.63911
H -5.56928 1.60451 3.01314
H -5.00927 -0.82805 0.69825
H -2.60772 -2.10744 1.40366
H -3.02064 -2.71228 -0.71620
H -1.76414 -4.66629 -2.12803
H -2.28941 -3.00317 -2.57932
H -1.66740 -4.07339 -3.81780
H 0.01167 -2.19548 -4.34678
H 3.04549 1.15051 -1.78322
H 2.18439 2.52359 -1.08687
H 2.56692 2.62545 -3.46456
H -0.30511 2.24695 -3.22720
H 0.49725 3.44275 -2.19326
H 0.61736 3.58716 -4.00960
O 2.94789 -3.37426 -10.23059
C 2.93229 -3.87864 -9.14199
O 2.24981 -3.28388 -8.14702
C 2.00265 -3.89680 -6.87615
C 3.15903 -3.66703 -5.92212
C 3.73639 -5.12168 -8.84044
H 1.75861 -4.95434 -6.99203
H 1.11021 -3.41687 -6.48087
H 4.08003 -4.12169 -6.29070
H 2.93557 -4.08455 -4.94097
H 3.35295 -2.59993 -5.81184
H 4.75534 -4.83211 -8.58698
H 3.75474 -5.73989 -9.73525
H 3.32194 -5.73519 -8.04380
O -7.41439 -1.91674 2.78313
C -6.87528 -2.86348 3.29674
O -7.44870 -4.07475 3.20365
C -6.80119 -5.28746 3.59876
C -6.98457 -5.55967 5.07723
C -5.61755 -2.70254 4.11229
H -5.75056 -5.28240 3.30439
H -7.28003 -6.07764 3.02170
H -6.52981 -4.77974 5.68874
H -6.53705 -6.51632 5.34894
H -8.04562 -5.58442 5.32749
H -5.87735 -2.42660 5.13118
H -5.02387 -1.90373 3.67177
H -4.98559 -3.58797 4.12411
O -4.63850 -1.04001 6.44003
C -3.44448 -0.92588 6.36556
O -2.68614 -2.02853 6.24837
C -1.28540 -2.00056 5.94737
C -0.45069 -1.83245 7.19983
C -2.77379 0.42067 6.48575
H -1.06456 -1.24329 5.19357
H -1.06396 -2.96388 5.49022
H -0.65562 -0.88294 7.69562
H 0.61205 -1.87387 6.95965
H -0.67993 -2.62244 7.91566
H -2.63278 0.65383 7.54050
H -3.42835 1.16735 6.04117
H -1.82144 0.48850 5.96492
O 2.57863 5.98552 -3.74009
C 3.77703 5.96365 -3.69673
O 4.40893 4.77406 -3.62907
C 5.82514 4.61687 -3.77124
C 6.54224 4.81767 -2.45240
C 4.58818 7.23416 -3.62469
H 6.21172 5.26541 -4.55859
H 5.97450 3.59352 -4.11327
H 6.40363 5.82902 -2.06911
H 7.61113 4.63540 -2.56583
H 6.14780 4.13413 -1.69972
H 4.65212 7.55568 -2.58582
H 4.07388 7.99882 -4.20232
H 5.58839 7.14557 -4.04232
O 7.02831 0.77377 2.93527
C 5.92880 0.65012 2.47178
O 4.92915 1.43098 2.92193
C 3.64110 1.50196 2.30150
C 2.72189 0.41025 2.81039
C 5.61981 -0.42454 1.45524
H 3.72913 1.49811 1.21385
H 3.23292 2.47350 2.57332
H 3.10339 -0.58278 2.56943
H 1.72742 0.51250 2.37424
H 2.63739 0.46465 3.89659
H 5.39996 -1.35475 1.97761
H 6.50018 -0.56670 0.83239
H 4.79821 -0.17876 0.78565
*
```

Kohn-Sham gap	7.23	eV
SMILES	[H]/N=C(\C)CC1=C(CC=C)C(=O)c2c(CNC)c(F)c(P(C)O)c([PH2]=S)c2C1=O.CCOC(C)=O.CCOC(C)=O.CCOC(C)=O.CCOC(C)=O.CCOC(C)=O

(3)
A cluster of 2 separate species, C6H15N3O3P in total at a distorted geometry. Source: the OMol25 dataset; level of theory: ωB97M-V with the def2-TZVPD basis set.

```
! wB97M-V def2-TZVPD RIJCOSX def2/J DEFGRID3
* xyz 1 1
C -0.54479 -0.96878 -0.04322
C -1.86117 -2.38424 1.18607
C -0.72435 -1.84107 2.05031
C -2.55441 -1.93827 -1.15314
C 1.19839 -0.29641 1.48071
C 1.90712 4.14473 -1.13502
N -0.23551 -0.33622 -1.14653
N -1.70186 -1.64157 0.00394
N 0.14235 -1.16052 1.06717
O 2.03952 0.27424 -2.23637
O -0.01977 1.64858 -2.86625
O 1.43763 3.06501 -0.31612
P 0.68487 0.84160 -1.68186
H -1.73123 -3.58392 1.16512
H -2.86998 -2.20474 1.62912
H -1.02125 -1.08413 2.80280
H -0.23288 -2.45506 2.80642
H -1.92707 -2.02136 -2.02658
H -3.08144 -2.83933 -0.80685
H -3.25937 -1.08793 -1.15286
H 0.90822 0.41630 2.36335
H 2.03188 -0.87862 1.81020
H 1.58211 0.15234 0.49976
H 2.93150 4.05136 -1.22622
H 1.81546 5.07872 -0.56056
H 1.42771 4.34419 -2.13384
H 2.39795 1.02058 -2.85636
H -0.54988 2.30917 -2.49052
*
```

Kohn-Sham gap (spin up / spin down)	6.93 / 6.93	eV
energy above the lowest of the compared OMol25 structures with the same formula, charge and spin	402.01	kJ/mol

(4)
A structure of composition C4H8ClI at a distorted geometry. Source: the OMol25 dataset; level of theory: ωB97M-V with the def2-TZVPD basis set.

```
! wB97M-V def2-TZVPD RIJCOSX def2/J DEFGRID3
* xyz 0 1
C 0.08646 1.95804 -0.49177
C -0.21157 -1.98536 0.67140
C 0.49123 0.81750 0.34503
C -0.34134 -0.86364 -0.28100
Cl -2.06190 -0.56072 -0.44993
I 0.52839 -1.31980 -2.19353
H 0.51965 1.86119 -1.57631
H 0.66667 2.81082 0.00076
H -1.04874 2.26742 -0.51251
H -0.65205 -2.83950 0.27550
H 0.87699 -2.11226 0.90783
H -0.73059 -1.72659 1.50354
H 1.65219 0.75861 0.45942
H 0.22462 0.93431 1.34158
*
```

Kohn-Sham gap	9.82	eV
energy above the lowest of the compared OMol25 structures with the same formula, charge and spin	118.78	kJ/mol

| no. | energy (Ha) |
| --- | --- |
| 1 | -1384.17867 |
| 2 | -3792.16350 |
| 3 | -968.62325 |
| 4 | -915.02020 |